1.
13
Properties=species:S:1:pos:R:3:forces:R:3 method="wB97M-V/def2-TZVPD" total_energy_ha=-249.351140 charge=0 orbital_gap_ev="6.089 / 6.088"
C -1.6849 -0.8303 1.0538 -0.07 -0.05 0.01
C -0.4917 -0.3841 0.5772 0.27 0.05 -0.13
C 0.8015 -0.8735 0.2914 -0.33 -0.15 -0.10
C 1.4065 0.0187 -0.7165 0.13 0.29 0.03
C 0.6169 1.2543 -0.6177 -0.33 -0.17 0.19
N -0.4361 0.9909 0.0864 0.08 0.16 -0.13
H -2.5388 -0.1668 1.1400 0.13 -0.06 0.09
H 1.0276 -0.1444 -1.7700 0.34 -0.41 -0.14
H -1.8153 -1.8796 1.2829 0.00 0.16 0.06
H 1.0972 -1.9035 0.4335 -0.06 0.16 -0.06
H 2.4928 0.1333 -0.7818 -0.21 0.04 -0.01
H 0.7543 2.1744 -1.1719 -0.03 0.02 0.24
H -1.2300 1.6108 0.1927 0.09 -0.04 -0.05

***

2.
13
Properties=species:S:1:pos:R:3:forces:R:3 method="wB97M-V/def2-TZVPD" total_energy_ha=-249.311610 charge=0 orbital_gap_ev=8.478 smiles="[H]/N=C1/[C@@H]2C[C@@]12C"
C 1.4698 0.5120 0.2265 0.39 -0.12 -0.16
C 0.1538 -0.1637 0.0815 -0.32 1.06 0.32
C -0.6357 -0.9230 1.0838 -0.30 0.05 0.20
C -1.3921 -0.7564 -0.1942 -0.37 -0.45 -0.36
C -0.8881 0.4734 -0.6946 0.37 -0.47 0.20
N -0.9963 1.2109 -1.7336 -0.12 -0.33 0.13
H 1.6625 1.1614 -0.6301 0.22 -0.22 0.04
H 2.3516 -0.0427 0.5294 0.04 -0.23 -0.18
H 1.1844 1.1773 1.0633 0.46 -0.07 -0.18
H -0.0453 1.4651 -1.9998 -0.13 0.82 0.10
H -0.8530 -0.4168 2.0235 -0.65 0.08 -0.06
H -0.3929 -1.9780 1.2536 0.40 0.28 0.10
H -1.9514 -1.4998 -0.7427 0.01 -0.39 -0.13

***

3.
13
Properties=species:S:1:pos:R:3:forces:R:3 method="wB97M-V/def2-TZVPD" total_energy_ha=-249.296758 charge=0 orbital_gap_ev=8.532
C -1.4525 -0.6454 0.7188 -0.04 -0.04 0.00
C -0.1977 -0.0519 0.1245 0.07 -0.08 -0.10
C 0.7121 0.7310 0.9718 0.00 -0.04 -0.11
N 1.8258 1.1914 0.5514 -0.22 -0.04 0.24
C 0.7420 0.0845 -2.3346 -0.21 -0.18 0.36
C 0.1828 -0.1930 -1.1527 0.23 0.32 -0.04
H -1.2275 -1.4330 1.4503 -0.01 0.14 -0.13
H -2.0475 0.1177 1.2384 0.15 -0.11 -0.12
H -2.0917 -1.0863 -0.0534 0.13 0.08 0.12
H 0.3368 0.8835 1.9964 0.14 0.05 -0.15
H 2.2967 1.7294 1.2792 -0.09 -0.09 -0.10
H 1.4110 -0.6730 -2.7655 -0.12 0.04 0.16
H -0.4942 -0.6559 -2.0233 -0.03 -0.04 -0.11

***

4.
13
Properties=species:S:1:pos:R:3:forces:R:3 method="wB97M-V/def2-TZVPD" total_energy_ha=-249.258424 charge=0 orbital_gap_ev=10.148
C 0.5640 0.0335 0.9128 4.48 1.93 4.18
C 0.1159 1.0877 -0.2351 1.80 -2.07 1.06
C 0.3586 -0.8677 -0.1508 -3.19 -8.03 -3.77
C -1.1797 -0.7999 -0.1140 -0.41 2.91 -1.69
C -1.3468 0.5268 -0.2423 1.03 2.14 -0.23
H 0.0042 0.1107 1.8024 -1.22 -0.51 0.77
H 1.6109 -0.1657 1.3643 -0.58 1.48 -1.13
H 0.5929 2.1082 -0.1728 -1.37 -0.91 -0.51
H 1.8282 -0.0079 -0.7697 -2.59 0.74 -2.34
H 0.7542 -1.9252 -0.7176 -0.74 1.80 3.30
H -1.9880 -1.4507 -0.1627 -0.80 -1.61 0.10
H -2.0572 1.3534 -0.3379 -0.70 -1.24 0.17
N 0.7429 -0.0031 -1.1766 4.28 3.36 0.11

***

5.
13
Properties=species:S:1:pos:R:3:forces:R:3 method="wB97M-V/def2-TZVPD" total_energy_ha=-249.434504 charge=0 orbital_gap_ev=12.003 smiles=N#CCC1CC1
N 2.6162 -0.6545 1.6614 -0.53 0.39 -0.89
C 2.0230 -0.2663 0.7475 0.52 -0.33 0.79
C 1.2161 0.2031 -0.3872 -0.02 -0.02 -0.07
C -0.1897 0.5686 0.0569 0.03 0.10 0.07
C -1.0899 -0.5099 0.5805 -0.01 -0.12 0.14
C -1.3762 0.1249 -0.7505 -0.09 0.04 -0.17
H 1.1896 -0.5966 -1.1369 -0.01 0.08 0.14
H 1.7185 1.0584 -0.8522 -0.06 -0.13 0.07
H -0.2633 1.5380 0.5438 0.00 -0.16 -0.06
H -1.7298 -0.2726 1.4246 0.08 -0.03 -0.16
H -0.7008 -1.5254 0.5880 -0.05 0.17 -0.02
H -1.1922 -0.4692 -1.6424 0.00 0.11 0.15
H -2.2216 0.8015 -0.8334 0.15 -0.11 0.03

***

6.
13
Properties=species:S:1:pos:R:3:forces:R:3 method="wB97M-V/def2-TZVPD" total_energy_ha=-249.251047 charge=0 orbital_gap_ev="7.741 / 7.681"
C -0.8753 1.7617 0.0286 0.11 0.00 -0.08
C -0.9314 -1.4180 0.2840 0.26 0.08 -0.27
C -0.3645 0.8811 -0.8188 -0.20 0.22 0.09
N 0.7577 0.0243 -0.5975 -0.05 0.20 0.06
C 1.2354 -0.2646 0.7035 0.09 0.17 0.20
C 0.4787 -1.3424 -0.0542 -0.23 -0.41 0.01
H -0.5160 1.8593 1.0478 -0.03 0.06 -0.16
H -1.7410 2.3447 -0.2607 0.19 0.07 -0.02
H -1.4055 -2.2019 -0.3259 0.11 -0.41 0.16
H -0.7673 0.7513 -1.8218 0.03 0.03 0.17
H 0.7309 0.1697 1.5630 0.03 -0.15 -0.10
H 2.3134 -0.3897 0.7780 -0.17 0.02 -0.04
H 1.0641 -2.1209 -0.5446 -0.14 0.12 -0.02